1.
Below is a structure of composition Ag2F3 in a non-equilibrium geometry, with properties calculated with wB97M-V/def2-TZVPD.

Output
E_HOMO (alpha / beta) = -17.484 / -16.653 eV
<S²> = 2.035
Lowest unoccupied orbital energy (alpha / beta) = -5.98 / -9.88 eV
Kohn-Sham gap (alpha / beta) = 11.504 / 6.775 eV
E_tot = -16136.549 eV
Net charge = +1
Spin multiplicity = 3
Molecular weight = 272.7 g/mol
Relative energy (zero: lowest compared OMol25 entry of this formula, charge and spin) = 0.545 eV

```
5
Properties=species:S:1:pos:R:3:forces:R:3:mulliken_charge:R:1
Ag 8.100 4.784 -9.770 -0.691 -0.262 -0.860 0.945
Ag 5.649 3.646 -11.830 0.709 0.252 0.978 0.945
F 6.038 5.467 -10.535 0.386 -0.612 -0.148 -0.388
F 8.008 4.042 -11.967 -0.254 0.162 0.678 -0.272
F 6.603 2.822 -9.856 -0.150 0.459 -0.648 -0.231
```
Forces are in eV/Å.

2.
Below is a structure of composition AgCl, with properties calculated with wB97M-V/def2-TZVPD.

Output
E_HOMO (alpha / beta) = -17.676 / -17.186 eV
<S²> = 0.753
Lowest unoccupied orbital energy (alpha / beta) = -7.11 / -9.29 eV
Kohn-Sham gap (alpha / beta) = 10.564 / 7.897 eV
E_tot = -16511.275 eV
Net charge = +1
Spin multiplicity = 2
Molecular weight = 143.3 g/mol
Relative energy (zero: lowest compared OMol25 entry of this formula, charge and spin) = 0.137 eV

```
2
Properties=species:S:1:pos:R:3:forces:R:3:mulliken_charge:R:1
Ag 1.104 0.606 -0.727 -0.390 -0.214 0.257 0.883
Cl -1.104 -0.606 0.727 0.390 0.214 -0.257 0.117
```
Forces are in eV/Å.

3.
Below is a structure of composition AgClH10O5 in a non-equilibrium geometry, with properties calculated with wB97M-V/def2-TZVPD.

Output
E_HOMO (alpha / beta) = -19.381 / -17.391 eV
<S²> = 2.014
Lowest unoccupied orbital energy (alpha / beta) = -8.96 / -14.36 eV
Kohn-Sham gap (alpha / beta) = 10.417 / 3.032 eV
E_tot = -26895.833 eV
Net charge = +2
Spin multiplicity = 3
Molecular weight = 233.4 g/mol
Relative energy (zero: lowest compared OMol25 entry of this formula, charge and spin) = 0.000 eV

```
17
Properties=species:S:1:pos:R:3:forces:R:3:mulliken_charge:R:1
Ag 1.669 2.844 0.854 -0.078 -0.413 -0.081 0.739
Cl 0.590 0.538 0.119 0.058 0.737 0.354 -0.682
O -2.071 1.174 2.113 -0.215 1.262 0.227 -0.215
O -2.630 2.216 -0.831 -0.438 -0.744 0.900 -0.323
O 1.780 -2.259 2.307 -0.341 0.168 0.413 -0.389
O 2.363 -0.495 -2.519 -0.468 -0.281 -0.091 -0.431
O -1.150 -1.879 -0.775 -0.653 -0.309 0.272 -0.331
H -1.747 1.870 -0.965 0.840 -0.361 -0.149 0.360
H 1.404 -1.694 1.633 -0.342 0.430 -0.395 0.333
H -0.383 -2.355 -1.093 0.464 -0.615 -0.437 0.363
H 3.133 0.029 -2.743 0.574 0.188 -0.407 0.359
H 2.149 -0.236 -1.623 -0.125 0.072 0.538 0.290
H -2.786 2.776 -1.591 -0.401 0.899 -0.617 0.391
H -1.402 0.897 1.486 1.147 -0.245 -0.936 0.361
H -2.531 0.367 2.345 -0.954 -0.902 0.487 0.424
H 2.430 -2.787 1.844 0.636 -0.588 -0.140 0.389
H -0.818 -1.007 -0.560 0.297 0.703 0.061 0.363
```
Forces are in eV/Å.

4.
Below is a structure of composition AgH12O6 in a non-equilibrium geometry, with properties calculated with wB97M-V/def2-TZVPD.

Output
E_HOMO (alpha / beta) = -17.441 / -17.162 eV
<S²> = 0.751
Lowest unoccupied orbital energy (alpha / beta) = -7.52 / -8.56 eV
Kohn-Sham gap (alpha / beta) = 9.921 / 8.599 eV
E_tot = -16455.470 eV
Net charge = +2
Spin multiplicity = 2
Molecular weight = 216.0 g/mol
Relative energy (zero: lowest compared OMol25 entry of this formula, charge and spin) = 1.497 eV

```
19
Properties=species:S:1:pos:R:3:forces:R:3:mulliken_charge:R:1
Ag 32.965 -4.992 24.358 4.429 7.884 -6.163 0.614
O 33.949 -3.163 25.125 0.513 0.516 0.347 -0.409
O 32.127 -6.395 23.448 -4.007 -6.466 -4.439 -0.435
O 31.351 -4.117 24.605 -5.821 2.037 1.615 -0.521
O 32.958 -3.858 22.500 0.369 3.169 -2.301 -0.368
O 33.009 -5.686 25.966 -0.019 -5.945 9.126 -0.570
O 34.648 -5.753 23.889 4.329 -1.397 -1.825 -0.440
H 33.329 -2.526 25.438 -0.884 0.927 0.623 0.327
H 34.672 -2.631 24.839 1.374 0.626 -0.214 0.301
H 32.706 -6.620 25.985 0.308 0.559 0.954 0.356
H 35.092 -5.384 23.090 -0.081 -0.437 0.673 0.367
H 31.273 -6.855 23.536 0.169 -0.209 -0.358 0.297
H 30.800 -4.126 23.815 -0.209 0.521 -0.544 0.420
H 34.782 -6.710 23.896 0.403 -0.103 -0.012 0.358
H 32.686 -3.880 21.569 -0.161 -0.756 -0.132 0.304
H 30.817 -4.654 25.219 -0.263 0.617 0.329 0.408
H 33.186 -2.880 22.506 -0.094 -1.361 0.635 0.327
H 32.873 -5.256 26.790 0.000 0.244 1.819 0.339
H 32.485 -6.646 22.583 -0.355 -0.424 -0.134 0.324
```
Forces are in eV/Å.

5.
Below is a structure of composition AgH14O7 in a non-equilibrium geometry, with properties calculated with wB97M-V/def2-TZVPD.

Output
E_HOMO (alpha / beta) = -24.494 / -23.871 eV
<S²> = 2.008
Lowest unoccupied orbital energy (alpha / beta) = -11.30 / -18.75 eV
Kohn-Sham gap (alpha / beta) = 13.199 / 5.121 eV
E_tot = -18521.880 eV
Net charge = +3
Spin multiplicity = 3
Molecular weight = 234.0 g/mol
Relative energy (zero: lowest compared OMol25 entry of this formula, charge and spin) = 0.030 eV

```
22
Properties=species:S:1:pos:R:3:forces:R:3:mulliken_charge:R:1
Ag -0.046 -0.036 -0.042 -0.731 0.926 -0.205 0.736
O 0.901 -1.794 1.235 -0.190 0.656 -0.152 -0.438
O -1.603 -1.894 -0.092 0.442 0.847 0.289 -0.321
O 2.254 -0.003 -0.250 -0.993 0.464 0.403 -0.286
O -0.054 0.908 2.063 0.752 -0.224 -1.362 -0.305
O -2.165 0.847 0.057 0.917 -0.217 -0.929 -0.273
O 0.182 2.181 -0.748 0.398 -1.341 -0.424 -0.333
O 0.037 -0.178 -2.401 -0.732 0.398 1.336 -0.295
H 0.573 -2.635 1.552 -0.277 -0.545 0.389 0.317
H -0.556 1.189 2.828 -1.034 -0.068 0.470 0.307
H -3.012 0.453 0.265 -0.558 -0.981 0.462 0.320
H 1.012 2.590 -0.502 0.870 0.312 0.370 0.355
H -0.423 2.914 -0.860 -0.900 0.549 0.012 0.329
H 1.839 -1.934 1.108 0.522 -0.338 -0.122 0.329
H 2.910 -0.152 -0.931 0.292 -0.264 -0.933 0.287
H -0.096 -0.884 -3.033 -0.144 -1.110 -0.244 0.325
H -2.211 -2.183 -0.773 -0.458 -0.140 -0.722 0.321
H 0.563 0.469 -2.870 0.611 0.740 -0.148 0.345
H 0.860 1.041 2.314 0.584 0.007 0.348 0.317
H 2.752 0.001 0.567 0.418 0.104 0.609 0.338
H -2.319 1.790 0.112 0.150 0.784 0.251 0.317
H -1.398 -2.689 0.400 0.062 -0.560 0.303 0.309
```
Forces are in eV/Å.

6.
Below is a structure of composition AlBH28O12 in a non-equilibrium geometry, with properties calculated with wB97M-V/def2-TZVPD.

Output
E_HOMO = -17.149 eV
Lowest unoccupied orbital energy = -14.34 eV
Kohn-Sham gap = 2.806 eV
E_tot = -32271.644 eV
Net charge = +2
Molecular weight = 258.0 g/mol
Relative energy (zero: lowest compared OMol25 entry of this formula, charge and spin) = 2.692 eV

```
42
Properties=species:S:1:pos:R:3:forces:R:3:mulliken_charge:R:1
Al -0.454 -3.004 1.020 0.134 1.818 -0.628 1.137
O 0.069 1.604 3.447 -0.014 -0.462 0.188 -0.611
O -0.899 -1.342 3.457 0.331 -0.624 -0.260 -0.541
O 1.753 -2.004 -3.385 -0.498 -0.346 0.431 -0.627
O -0.836 -2.238 -1.878 0.897 0.530 1.043 -0.450
O -0.686 2.523 -1.286 0.270 -0.297 0.160 -0.680
O -2.660 -0.390 -2.637 0.034 0.189 0.215 -0.619
O -2.268 2.210 2.367 -0.168 -0.171 -0.146 -0.509
O 2.581 0.940 1.623 -0.147 0.111 0.017 -0.611
O 1.706 3.662 -0.290 0.222 -0.517 -0.010 -0.424
O 2.066 -3.329 -0.376 -0.760 -0.195 0.429 -0.512
O -3.012 -1.344 0.353 0.445 -0.460 -0.031 -0.495
O 2.137 0.452 -2.202 -0.145 -0.211 0.341 -0.715
B 0.111 -0.006 0.228 -2.775 -2.042 1.352 2.207
H 1.559 0.122 -1.502 0.180 0.400 -0.057 0.197
H -1.636 2.632 -1.386 -0.032 0.401 -0.066 0.310
H 0.566 -0.867 -0.360 2.075 -1.789 -1.859 -0.445
H -1.030 -0.397 3.590 -0.243 0.131 -0.348 0.266
H -0.392 -1.628 4.226 -0.077 -0.163 0.156 0.337
H 1.725 -1.211 -2.831 0.483 0.455 -0.556 0.337
H -2.229 2.043 1.421 -0.047 0.159 -0.099 0.283
H -3.717 -1.888 -0.017 -0.106 -0.049 -0.048 0.310
H -1.277 -1.401 -2.123 -0.837 -0.158 -0.231 0.385
H 0.049 -0.315 1.306 -0.310 -0.298 2.181 -0.339
H -3.378 -0.369 -3.280 0.064 -0.150 -0.228 0.295
H -0.566 1.648 -0.881 -0.330 0.273 -0.373 -0.045
H -0.038 -2.262 -2.431 0.251 -0.621 -0.441 0.414
H 0.864 3.220 -0.474 -0.488 0.377 -0.196 0.350
H 0.779 0.911 0.162 2.099 2.192 -0.933 -0.400
H 2.017 3.281 0.542 0.111 0.226 0.244 0.336
H 2.684 -2.123 -3.604 0.017 -0.075 -0.164 0.343
H 2.356 -4.218 -0.138 0.144 -0.156 -0.141 0.305
H -0.205 1.372 4.342 0.140 0.411 0.283 0.312
H 2.882 -2.852 -0.568 0.064 0.218 0.066 0.307
H 3.370 1.127 1.097 0.199 0.048 0.073 0.332
H -2.801 0.386 -2.091 -0.074 0.115 -0.061 0.232
H -1.339 2.184 2.664 0.039 0.055 0.013 0.417
H 1.793 1.326 -2.421 0.077 0.084 -0.223 0.329
H 1.880 0.758 0.974 0.511 -0.342 0.264 0.132
H 0.719 0.934 3.205 0.357 0.202 -0.093 0.256
H -0.871 0.305 -0.219 -2.039 0.657 -0.552 -0.360
H -3.371 -0.453 0.357 -0.052 0.075 0.289 0.251
```
Forces are in eV/Å.